The following is a quantum chemistry calculation of a 2-piece molecular cluster, C4H11N3O2 overall in a non-equilibrium geometry, from the OMol25 dataset.

Geometry as XYZ:
```
20
Properties=species:S:1:pos:R:3
C -0.698 -2.875 0.026
C 0.373 -0.823 0.518
O -0.810 -1.513 0.427
O 1.476 -1.336 0.538
H 0.404 0.139 -1.458
H 0.122 -2.990 -0.693
H -0.496 -3.503 0.899
H -1.651 -3.142 -0.437
C -1.222 1.631 -1.168
N 0.101 0.372 1.221
C 0.227 1.284 -1.167
N 1.114 1.100 1.873
N 1.158 2.080 -0.904
H -0.839 0.543 1.552
H 1.854 0.445 2.121
H 1.511 1.749 1.187
H 2.105 1.723 -1.007
H -1.408 2.399 -0.421
H -1.809 0.742 -0.943
H -1.513 1.974 -2.162
```

Summary:
**Frontier orbital gap**: 10.4 eV
**SMILES**: COC(=O)NN.[H]/N=C/C
**Molecular weight**: 133.2 g mol⁻¹
**Relative energy (zero: lowest compared OMol25 entry of this formula, charge and spin)**: 2.810 eV

The following is a quantum chemistry calculation of a 2-piece molecular cluster, C4H11N3O2 overall in a non-equilibrium geometry, from the OMol25 dataset.

Geometry as XYZ:
```
20
Properties=species:S:1:pos:R:3
C -1.004 1.573 0.931
C 0.861 -0.128 1.756
N 1.756 0.810 1.972
N -0.465 0.162 1.296
N 0.944 -1.503 2.234
H -2.039 -1.086 -2.780
H 2.781 0.476 2.198
H -0.856 -0.703 0.864
H 1.951 -1.881 2.034
H 0.255 -2.235 1.917
H -1.003 2.109 1.957
H -1.998 1.182 0.545
H -0.430 2.152 0.111
C 0.345 0.911 -2.037
C -0.458 -0.353 -1.955
O -1.532 -0.234 -2.742
O -0.282 -1.257 -1.226
H -0.181 1.810 -1.884
H 1.022 0.801 -2.860
H 0.897 0.998 -1.040
```

Summary:
**Frontier orbital gap**: 9.1 eV
**SMILES**: [H]/N=C(\N)NC.CC(=O)O
**Molecular weight**: 133.2 g mol⁻¹
**Relative energy (zero: lowest compared OMol25 entry of this formula, charge and spin)**: 2.305 eV

The following is a quantum chemistry calculation of a 2-piece molecular cluster, C4H11N3O2 overall in a non-equilibrium geometry, from the OMol25 dataset.

Geometry as XYZ:
```
20
Properties=species:S:1:pos:R:3
C 2.074 -0.191 -0.639
C 0.738 -2.216 -0.072
N -0.216 -2.106 -0.890
N 1.460 -1.063 0.344
N 1.192 -3.376 0.551
H -1.314 0.338 0.554
H -0.686 -2.957 -1.163
H 1.089 -0.674 1.194
H 2.117 -3.751 0.464
H 0.466 -4.067 0.667
H 2.574 -0.766 -1.418
H 2.760 0.440 -0.086
H 1.329 0.359 -1.232
C -2.230 3.359 -0.075
C -1.501 2.188 0.501
O -2.051 0.951 0.424
O -0.663 2.410 1.355
H -1.522 4.186 -0.048
H -2.990 3.634 0.653
H -2.627 3.301 -1.081
```

Summary:
**Frontier orbital gap**: 9.6 eV
**SMILES**: [H]/N=C(\N)NC.CC(=O)O
**Molecular weight**: 133.2 g mol⁻¹
**Relative energy (zero: lowest compared OMol25 entry of this formula, charge and spin)**: 1.658 eV

The following is a quantum chemistry calculation of a 2-piece molecular cluster, C4H11N3O2 overall in a non-equilibrium geometry, from the OMol25 dataset.

Geometry as XYZ:
```
20
Properties=species:S:1:pos:R:3
C 0.435 -1.712 1.853
C -1.625 -0.879 0.835
N -1.101 -0.832 -0.336
N -1.000 -1.438 1.916
N -2.875 -0.392 1.116
H 0.475 -0.238 -0.978
H -1.810 -0.663 -1.039
H -1.303 -1.123 2.819
H -3.462 0.072 0.454
H -3.282 -0.577 2.015
H 0.674 -2.749 2.056
H 0.931 -1.033 2.558
H 0.867 -1.266 0.963
C 2.398 2.009 -2.325
C 1.088 1.720 -1.670
O 1.102 0.506 -1.133
O 0.119 2.431 -1.680
H 2.568 3.037 -2.631
H 2.657 1.400 -3.189
H 3.144 1.726 -1.605
```

Summary:
**Frontier orbital gap**: 9.9 eV
**SMILES**: [H]/N=C(\N)NC.CC(=O)O
**Molecular weight**: 133.2 g mol⁻¹
**Relative energy (zero: lowest compared OMol25 entry of this formula, charge and spin)**: 1.053 eV

The following is a quantum chemistry calculation of C4H11N3O2 in the gas phase in a non-equilibrium geometry, from the OMol25 dataset.

Geometry as XYZ:
```
20
Properties=species:S:1:pos:R:3
C 1.129 1.786 0.692
C -0.126 -0.749 1.451
C -0.549 -0.022 0.190
N -1.983 0.088 0.140
N 0.082 1.259 -0.145
H -2.390 0.591 0.920
H -2.361 0.607 -0.646
H 1.583 2.627 0.171
H 0.662 2.137 1.613
H 1.910 1.056 0.931
H -0.673 -1.688 1.501
H 0.937 -0.973 1.434
H -0.359 -0.159 2.336
C 0.083 -0.587 -1.176
N 0.978 -1.683 -1.044
O -0.846 -0.896 -2.141
O 0.755 0.645 -1.402
H -1.616 -0.323 -2.010
H 1.940 -1.371 -1.017
H 0.846 -2.346 -1.797
```

Summary:
**Frontier orbital gap**: 9.9 eV
**SMILES**: CN1O[C@](N)(O)[C@]1(C)N
**Molecular weight**: 133.2 g mol⁻¹
**Relative energy (zero: lowest compared OMol25 entry of this formula, charge and spin)**: 3.121 eV

The following is a quantum chemistry calculation of C4H11N3OS in the gas phase in a non-equilibrium geometry, from the OMol25 dataset.

Geometry as XYZ:
```
20
Properties=species:S:1:pos:R:3
C -0.938 1.122 0.370
C -1.628 0.394 -0.830
C 0.482 0.764 0.567
C -2.856 -1.608 -0.571
N 2.425 -0.999 -0.029
N -1.766 -0.997 -0.523
N 3.139 -0.517 1.010
O 2.225 1.235 -1.302
S 1.331 0.121 -0.935
H -1.052 2.212 0.061
H -1.460 0.934 1.247
H -2.609 0.785 -1.118
H -0.880 0.494 -1.693
H 0.915 1.753 0.979
H 0.547 -0.033 1.374
H -2.670 -2.643 -0.343
H 2.334 -1.940 0.134
H -3.851 -1.320 -0.881
H 2.573 -0.016 1.783
H 3.739 0.261 0.700
```

Summary:
**Frontier orbital gap**: 10.0 eV
**Molecular weight**: 149.2 g mol⁻¹
**Relative energy (zero: lowest compared OMol25 entry of this formula, charge and spin)**: 2.920 eV

The following is a quantum chemistry calculation of C4H11N3S as an isolated structure in a non-equilibrium geometry, from the OMol25 dataset.

Geometry as XYZ:
```
19
Properties=species:S:1:pos:R:3
C -2.080 -3.155 -0.341
C -1.267 0.743 -0.310
C 0.850 2.067 -0.058
C 2.149 1.324 0.519
H -0.967 -2.789 0.570
H -3.372 -3.212 0.124
H -1.770 -4.314 -1.210
H -1.591 1.638 -1.403
H 0.173 0.827 1.812
H 0.627 1.800 -1.167
H 0.959 3.138 0.357
H 2.044 1.074 1.681
H 3.077 1.828 0.441
H 1.082 -0.225 0.296
H 1.864 0.140 -1.023
N -1.385 -0.631 0.133
N -0.317 1.246 0.741
N 2.069 0.012 -0.009
S -2.145 -1.512 -1.153
```

Summary:
**Frontier orbital gap**: 7.5 eV
**Molecular weight**: 133.2 g mol⁻¹
**Relative energy (zero: lowest compared OMol25 entry of this formula, charge and spin)**: 11.117 eV

The following is a quantum chemistry calculation of a 2-piece molecular cluster, C4H11N3S overall in a non-equilibrium geometry, from the OMol25 dataset.

Geometry as XYZ:
```
19
Properties=species:S:1:pos:R:3
C 1.311 -1.297 2.320
C -0.963 1.604 -2.728
C -0.053 2.380 -1.819
C -0.693 0.098 -0.785
N 0.528 -1.219 3.428
N 2.587 -1.615 2.335
N -1.566 0.738 -1.749
S 0.719 0.982 -0.897
H -1.618 2.153 -3.398
H -0.343 1.017 -3.470
H 0.663 2.989 -2.257
H -0.746 3.016 -1.095
H 0.934 -1.102 1.243
H -0.470 -0.974 3.358
H 1.006 -1.509 4.300
H 3.040 -1.670 1.437
H 3.257 -1.859 3.048
H -2.270 1.359 -1.324
H -2.084 0.018 -2.231
```

Summary:
**Frontier orbital gap**: 9.5 eV
**Charge**: +2
**Molecular weight**: 133.2 g mol⁻¹
**Relative energy (zero: lowest compared OMol25 entry of this formula, charge and spin)**: 2.470 eV

Among the records above, which one has the highest relative energy (zero: lowest compared OMol25 entry of this formula, charge and spin)?
number 7

What is the molecular weight in the second record?
133.2 g mol⁻¹

What is the relative energy (zero: lowest compared OMol25 entry of this formula, charge and spin) in the sixth record?
2.920 eV

Copy entry 2 word for word.
The following is a quantum chemistry calculation of a 2-piece molecular cluster, C4H11N3O2 overall in a non-equilibrium geometry, from the OMol25 dataset.

Geometry as XYZ:
```
20
Properties=species:S:1:pos:R:3
C -1.004 1.573 0.931
C 0.861 -0.128 1.756
N 1.756 0.810 1.972
N -0.465 0.162 1.296
N 0.944 -1.503 2.234
H -2.039 -1.086 -2.780
H 2.781 0.476 2.198
H -0.856 -0.703 0.864
H 1.951 -1.881 2.034
H 0.255 -2.235 1.917
H -1.003 2.109 1.957
H -1.998 1.182 0.545
H -0.430 2.152 0.111
C 0.345 0.911 -2.037
C -0.458 -0.353 -1.955
O -1.532 -0.234 -2.742
O -0.282 -1.257 -1.226
H -0.181 1.810 -1.884
H 1.022 0.801 -2.860
H 0.897 0.998 -1.040
```

Summary:
**Frontier orbital gap**: 9.1 eV
**SMILES**: [H]/N=C(\N)NC.CC(=O)O
**Molecular weight**: 133.2 g mol⁻¹
**Relative energy (zero: lowest compared OMol25 entry of this formula, charge and spin)**: 2.305 eV